No. 1
C24H53CoN11 | ωB97M-V/def2-TZVPD

Calculated values
Charge   +2
Frontier orbital gap (alpha / beta)   0.29120 / 0.32679 hartree
LUMO energy (alpha / beta)   -5.48 / -4.56 eV
Multiplicity   2
<S²>   0.759

```
89
Properties=species:S:1:pos:R:3:forces:R:3
Co 0.352566 0.192082 0.017018 1.344 -0.379 1.194
C -2.115169 3.462352 3.433209 -0.450 0.213 0.128
N -0.869880 3.018962 2.835003 0.105 -0.083 -0.307
C 0.222959 2.892740 3.784216 0.445 0.047 0.058
C -0.805061 2.599939 1.546880 -0.022 0.016 -0.291
N 0.252619 2.188101 0.891965 -0.425 -0.310 -0.435
C 1.586124 2.664134 1.207549 0.427 -0.037 -0.027
C 2.563390 2.132596 0.167508 -0.240 0.445 0.310
N 2.473273 0.678450 0.067763 -0.261 -0.082 0.236
C 3.135858 0.189862 -1.149525 -0.211 -0.294 -0.427
C 2.143271 -0.573349 -2.047730 0.273 0.123 -0.015
N 0.872748 0.133920 -2.029272 -0.122 -0.141 0.396
C 0.309853 0.459768 -3.174110 -0.017 0.072 0.126
N -0.508114 1.548371 -3.216517 0.030 -0.062 -0.073
C -0.107575 2.804062 -2.622976 0.074 0.076 0.123
C -1.697498 1.596102 -4.037270 -0.120 -0.030 -0.089
N 0.521527 -0.185797 -4.350935 -0.113 0.069 0.183
C 0.521371 0.508709 -5.622196 0.038 0.187 -0.208
C 0.705324 -1.611734 -4.488339 0.039 -0.219 0.100
C 2.930633 0.000070 1.278097 0.081 -0.312 0.228
C 2.571771 -1.491283 1.242754 0.283 0.138 0.042
N 1.258937 -1.654023 0.653257 -0.359 0.607 -0.917
C 0.599038 -2.755109 0.515065 -0.272 0.199 -0.209
N -0.663187 -2.527592 -0.121609 -0.115 -0.484 0.110
C -1.894257 -2.686991 0.645002 -0.048 0.096 0.124
C -0.760938 -3.195061 -1.409330 -0.011 -0.109 -0.118
N 0.996843 -4.015145 0.787368 0.001 0.140 0.013
C 0.078764 -5.118630 0.996636 -0.373 -0.207 -0.033
C 2.381771 -4.445480 0.880936 0.376 0.119 0.025
N -2.046105 2.599921 0.890922 0.032 -0.256 0.123
C -2.588481 3.912480 0.562891 -0.081 0.129 -0.070
C -2.352343 1.582130 -0.090051 0.215 -0.403 0.036
H -2.191633 3.065929 4.443840 0.040 -0.031 0.009
H -2.960726 3.101049 2.858246 -0.010 0.058 0.052
H -2.155090 4.550493 3.500800 -0.073 0.016 0.014
H -0.163262 3.027486 4.793241 -0.055 0.021 -0.141
H 0.999089 3.645312 3.635896 -0.007 -0.102 0.036
H 0.657578 1.893801 3.730510 0.065 0.018 -0.028
H 1.946835 2.374009 2.192059 0.028 0.090 0.015
H 1.595518 3.757044 1.161153 0.118 -0.001 0.074
H 3.580249 2.457614 0.424126 -0.016 -0.007 -0.091
H 2.295391 2.545485 -0.805578 0.092 -0.046 0.071
H 3.983180 -0.453217 -0.901710 0.043 0.060 0.001
H 3.525681 1.040253 -1.712358 0.007 -0.024 0.088
H 2.018575 -1.590109 -1.670027 0.054 -0.041 -0.119
H 2.566175 -0.621699 -3.053559 0.010 -0.057 0.053
H 0.943384 2.752618 -2.354243 -0.013 0.042 0.036
H -0.682477 3.048132 -1.730942 -0.023 0.045 0.102
H -0.241779 3.602931 -3.356426 0.002 0.006 0.016
H -1.972750 0.594140 -4.353187 -0.029 -0.034 -0.043
H -1.576065 2.231991 -4.917700 0.008 -0.006 -0.014
H -2.517449 2.001547 -3.443966 -0.073 0.017 0.001
H 0.648227 1.577201 -5.475637 -0.028 0.024 -0.018
H -0.389790 0.320802 -6.193788 -0.020 0.026 -0.008
H 1.365118 0.141182 -6.207292 0.012 0.048 -0.031
H 0.588739 -2.100951 -3.530034 0.017 -0.018 0.009
H 1.689644 -1.844303 -4.901405 0.006 -0.032 0.048
H -0.046777 -2.004118 -5.177256 -0.003 -0.029 0.028
H 2.434870 0.455649 2.132801 0.009 0.048 0.028
H 4.016020 0.115311 1.409035 -0.090 -0.024 0.075
H 2.592582 -1.882200 2.264823 0.133 -0.044 -0.076
H 3.334721 -2.007939 0.658859 -0.021 -0.005 0.100
H -1.677063 -2.648173 1.709142 -0.113 -0.038 0.005
H -2.397504 -3.631520 0.413762 0.001 0.014 0.069
H -2.581077 -1.876740 0.394707 -0.063 0.005 0.051
H 0.206346 -3.169352 -1.902900 0.027 -0.010 -0.079
H -1.490975 -2.664566 -2.018167 -0.012 0.013 -0.118
H -1.082525 -4.240474 -1.328951 0.016 0.012 -0.012
H -0.921492 -4.778864 1.232097 0.001 -0.007 -0.020
H 0.434079 -5.703458 1.845752 -0.028 0.009 -0.008
H 0.041964 -5.774541 0.123339 0.008 -0.003 0.035
H 3.017018 -3.879178 0.209832 0.012 -0.016 -0.024
H 2.432130 -5.485698 0.565069 -0.021 0.004 -0.006
H 2.764883 -4.380640 1.899767 0.065 -0.017 0.005
H -2.149937 4.685907 1.185338 -0.030 0.030 0.074
H -3.669067 3.913513 0.703929 -0.044 0.108 -0.001
H -2.373497 4.173422 -0.476221 0.018 0.017 -0.071
H -1.461214 0.964166 -0.339687 -0.872 0.463 -0.111
H -2.712948 2.036641 -1.012101 0.055 -0.034 -0.065
H -3.135787 0.927666 0.300937 0.031 -0.119 -0.173
C -2.504136 -1.858701 4.339698 -0.010 -0.029 0.017
C -2.156803 -0.400291 4.006003 -0.598 -0.184 0.889
C -1.353880 -0.285859 2.826784 0.621 0.235 -0.862
N -0.713692 -0.196319 1.879643 0.143 0.167 -0.126
H -3.027015 -1.907845 5.291562 -0.007 0.079 0.010
H -1.606759 -2.468033 4.421368 0.055 -0.022 0.000
H -3.155379 -2.288143 3.582248 -0.011 -0.017 -0.051
H -1.606468 0.059399 4.834027 -0.070 0.014 -0.096
H -3.073011 0.177684 3.848559 0.117 0.042 0.041
```
Positions in Å, forces in eV/Å.



No. 2
C24H53N2O16P3 | ωB97M-V/def2-TZVPD

Calculated values
Charge   0
Frontier orbital gap   0.16438 hartree
LUMO energy   -0.84 eV

```
98
Properties=species:S:1:pos:R:3:forces:R:3
O -0.525113 0.663870 -0.095925 -1.253 0.824 1.422
H -0.108803 0.302710 0.690105 0.632 -0.367 1.153
H 0.123127 0.989520 -0.724685 2.186 1.577 -2.500
H -1.000473 -0.025540 -0.565335 -1.341 -1.200 -0.929
C 3.701677 0.152430 -2.760325 1.161 0.866 -0.425
C 2.731137 -0.062070 -1.636245 0.264 -0.440 1.747
C 3.542207 -0.612650 -0.431315 -0.038 0.972 0.932
C 4.323067 0.442350 0.346135 0.351 2.454 -0.152
C 3.486177 1.708910 0.763735 -0.203 -2.954 -0.574
C 2.718927 2.304090 -0.394255 0.726 -0.293 -0.900
N 2.020947 1.189090 -1.166755 0.407 -1.006 1.504
O 1.044157 1.599180 -2.060515 -0.664 0.277 0.092
C 3.729847 3.188750 -1.205055 -0.154 -0.423 0.473
C 1.717537 3.174740 0.355435 -0.874 0.626 -0.997
C 1.767467 -1.213650 -2.023735 -1.329 1.342 -0.847
H 4.071747 -0.736700 -3.270795 -0.409 -0.323 0.016
H 4.595837 0.560150 -2.288775 0.215 0.272 -0.287
H 3.377637 0.876980 -3.507405 -0.314 -0.069 0.049
H 4.227717 -1.392380 -0.763285 -0.067 -0.193 -0.029
H 2.869797 -1.003020 0.332615 -0.433 -0.508 -0.278
H 5.100227 0.909180 -0.259015 0.586 -0.587 -0.100
H 4.761487 0.110260 1.287205 0.265 -0.576 -0.277
H 4.061437 2.471210 1.289165 0.106 -0.212 0.030
H 2.725947 1.253090 1.398075 -0.189 0.434 0.619
H 4.591507 2.592350 -1.504955 -0.183 -0.142 -0.350
H 4.178787 3.901290 -0.513075 -0.227 0.399 0.056
H 3.325937 3.720490 -2.066575 -0.191 -0.196 0.065
H 1.199677 3.844310 -0.331295 -0.349 -0.124 -0.090
H 2.173927 3.834450 1.093405 0.465 -0.162 -0.004
H 1.003067 2.554040 0.896145 -0.132 -0.048 -0.112
H 0.965447 -1.442640 -1.321995 0.278 0.206 0.444
H 2.197187 -2.159190 -2.354485 0.724 0.196 0.256
H 1.223957 -0.837160 -2.890315 -0.154 0.012 -0.254
C 1.283987 -3.660940 0.200685 -1.004 -0.282 1.753
C 2.128167 -4.346410 1.062325 -1.190 -0.830 0.078
C 1.652607 -4.751300 2.327755 0.361 1.461 0.773
C 0.465707 -4.187530 2.842355 0.702 0.136 -0.973
C -0.350233 -3.406780 2.025535 -0.109 -0.286 -0.244
C 0.018887 -3.213310 0.713145 1.786 -0.267 -1.762
N -0.003513 -4.429230 4.215365 -2.336 -1.661 0.242
O 0.711037 -5.057250 4.995075 -0.396 1.168 -0.694
O -1.218453 -4.166980 4.436945 2.836 -0.199 -0.087
H 1.628137 -3.594350 -0.820845 -0.448 0.543 -0.030
H 3.041717 -4.712520 0.617585 0.270 -0.182 0.507
H 2.291647 -5.315940 2.990475 -0.090 -0.218 0.023
H -1.298473 -3.040590 2.390405 0.102 0.057 0.072
H -0.586353 -2.728140 -0.038325 -0.508 0.307 0.446
C -1.324203 -3.934620 -2.665805 1.222 -0.417 -0.214
O -2.565003 -3.250700 -2.553025 -0.440 0.386 -0.123
P -2.579273 -1.674840 -2.436555 -0.312 1.263 -0.461
O -1.682393 -1.146680 -1.367725 -1.517 -0.894 -0.978
O -2.133623 -1.178120 -3.913825 -0.337 -1.885 1.641
C -1.945583 0.174400 -4.189485 0.114 2.268 -1.120
O -4.171373 -1.309930 -2.302485 2.728 -0.822 0.918
C -5.087853 -1.654090 -3.293785 -1.514 0.557 -1.829
H -1.103593 -4.553100 -1.795795 -0.412 0.197 0.221
H -0.487243 -3.247790 -2.791775 -0.043 0.207 0.051
H -1.299653 -4.600660 -3.528295 -0.489 0.170 -0.104
H -1.905403 0.857260 -3.340845 -0.206 -0.383 0.334
H -2.716543 0.491960 -4.891535 -0.511 0.041 0.261
H -1.052853 0.403670 -4.771355 0.488 -0.798 0.295
H -5.825123 -2.436900 -3.115635 0.596 -0.455 0.932
H -4.667283 -1.874500 -4.274925 0.509 -0.024 0.124
H -5.725993 -0.784830 -3.452765 0.117 0.253 0.038
C -5.297133 2.315830 -3.359005 -0.108 0.001 -1.196
O -5.313823 2.786780 -2.010325 1.313 -0.081 0.789
P -3.902033 2.864830 -1.212475 -0.121 -1.401 -0.730
O -3.135603 1.564150 -1.281545 -1.045 2.595 0.530
O -3.229843 4.141980 -1.946245 -0.946 -1.644 1.296
C -2.006493 4.608770 -1.388685 1.051 1.089 -0.862
O -4.355183 3.394770 0.255125 -0.582 -0.373 -1.847
C -3.564923 3.191890 1.411115 0.945 -0.592 -0.221
H -5.472873 3.153250 -4.034245 -0.448 0.096 0.192
H -6.028193 1.524380 -3.524075 -0.435 0.356 0.438
H -4.402623 1.868060 -3.791955 0.720 0.066 1.018
H -2.158633 5.626180 -1.028365 -0.070 0.035 -0.067
H -1.339453 4.619450 -2.250685 0.359 0.191 0.325
H -1.495923 4.064650 -0.594105 -0.553 -0.688 -0.051
H -3.092513 4.144280 1.651695 0.013 -0.123 0.273
H -2.820923 2.437000 1.156715 0.357 0.057 0.233
H -4.125943 2.780220 2.250085 -0.406 0.333 -0.205
C 0.116487 -1.714460 5.852565 -0.834 0.387 0.580
O -0.136763 -1.444760 4.474895 0.332 1.401 -2.159
P 0.413437 -0.132270 3.718175 1.812 0.472 1.866
O 0.278017 -0.024000 2.249085 -0.343 -0.672 1.259
O 1.988167 -0.102890 4.222095 -1.098 0.038 -1.132
C 3.017667 -0.831360 3.481255 0.147 -0.595 0.524
O -0.231263 1.121700 4.559325 0.613 -2.544 -1.206
C -0.794973 2.215330 3.873625 0.540 2.296 -0.032
H 0.675847 -2.644670 5.952165 0.055 0.252 0.021
H -0.886663 -1.814810 6.266955 0.198 -0.328 0.295
H 0.579467 -0.866200 6.356775 0.316 -0.182 -0.121
H 3.401967 -1.651060 4.088305 -0.489 -0.163 0.357
H 3.925217 -0.248780 3.322945 -0.586 0.699 -0.161
H 2.678727 -1.282760 2.548815 -0.262 0.412 -0.058
H -1.696483 2.565810 4.376155 -0.154 -0.529 -0.079
H -0.911443 2.200240 2.789965 -0.264 -1.090 0.047
H -0.090353 3.040750 3.975085 0.142 0.182 0.239
```
Positions in Å, forces in eV/Å.